Record 1
The following is a quantum chemistry calculation of C16H19BaCl2N2O as an isolated structure, from OMol25.

Positions of all 41 atoms, in Å:
C  -0.81771  2.12015  -0.82073
C  2.00187  -1.29216  1.10948
C  -0.97741  -2.83701  2.46032
H  -0.41156  -3.26873  3.27880
Ba  1.34822  2.17115  1.49206
C  -1.17135  -1.18150  0.73187
H  -2.60699  -2.75444  -2.17130
O  0.91891  2.04753  3.44120
H  2.18866  -2.31755  0.78405
H  -3.21300  -0.08801  -0.80040
H  2.94180  -0.88501  1.49471
C  6.11148  2.36595  -1.18717
H  -1.57506  -1.31740  -2.22046
H  5.84879  2.82386  -2.13282
H  1.70703  -0.72549  0.22368
H  -3.17590  -1.28264  -2.97673
H  -2.61978  -4.19773  2.69158
Cl  4.61356  2.02789  -0.31247
H  0.16790  3.64118  -3.56293
C  -2.42867  -1.71167  0.38303
H  -4.23578  -1.50953  -0.71723
C  -0.42926  -1.75413  1.77645
C  -3.19741  -1.17839  -0.80157
H  1.25493  -1.88104  3.02592
C  -0.54091  4.14765  -1.49778
C  -1.09211  1.05594  0.09118
C  -2.21737  -3.35943  2.13637
H  6.72371  3.01868  -0.57823
H  -1.67046  1.35030  0.97824
C  -0.15900  3.32486  -2.58237
H  -3.90637  -3.18801  0.82131
H  -0.17303  1.11499  -2.70883
H  -0.54879  5.23005  -1.45718
C  0.92520  -1.24299  2.20385
C  -2.93409  -2.79172  1.09580
H  0.84618  -0.22485  2.61807
Cl  7.04110  0.89851  -1.52891
N  -0.95195  3.43751  -0.44470
N  -0.64919  -0.14461  -0.06672
C  -0.33130  2.02078  -2.14214
C  -2.60490  -1.66295  -2.12728

Output
Energy ... -47666.7892 eV
Strongest force on any atom ... 0.0073 Eh/bohr
Net charge ... -1
ΔE to the lowest compared entry with this formula, charge and spin ... 0.047 eV

Record 2
The following is a quantum chemistry calculation of C52H89N7O3 as an isolated structure, from OMol25.

Positions of all 151 atoms, in Å:
C  8.08528  3.77517  -4.19134
C  -3.58513  -9.20689  -8.50308
H  1.87130  -0.60544  8.22827
C  -2.63703  -6.94443  -8.10379
C  1.46068  -4.34083  3.35390
H  2.88460  3.79391  2.29255
H  3.30881  1.40450  -4.58265
H  3.35475  2.24546  -3.13134
H  -3.97539  -8.65084  -9.35549
H  10.09239  4.53934  -4.25594
C  5.37720  0.36374  -2.07070
H  -0.52748  -2.16086  -1.42791
N  1.05485  4.74030  2.15031
C  1.61056  -2.01603  2.90972
H  3.13422  -0.61610  -3.49760
H  0.79965  6.72131  1.53773
H  -2.91259  -6.57030  -9.07872
H  -1.42028  -2.25894  -3.71658
H  -2.29118  1.45306  -0.31052
C  5.47132  0.13976  -4.65989
H  1.06157  -4.49702  1.09642
N  0.84446  -3.02612  3.78673
O  -0.09511  0.41669  -0.78541
C  -1.76753  -6.51360  -5.83111
C  -0.99297  5.92410  2.44190
O  1.41083  1.36874  0.49639
H  9.99759  2.68764  -4.41869
C  -4.16488  -0.30481  2.60352
C  -6.44565  5.98306  6.03082
H  0.44307  -3.67554  5.75059
H  -1.32616  3.89745  0.17711
C  -2.83115  -8.52768  -6.38075
C  2.26023  -2.77650  1.76511
H  1.01947  -1.20110  2.49186
C  0.47716  3.66023  2.72242
H  5.96287  -0.55369  -2.12903
H  0.78593  -5.10974  3.73022
C  0.29804  -2.76654  -1.80176
N  5.11881  1.04361  -3.47029
C  -1.57170  -4.22184  -4.80420
C  -3.30669  1.78702  -0.52337
H  -6.60059  5.40417  6.94130
H  7.72399  2.05001  -2.87890
H  -0.27061  -1.07374  5.32481
C  -3.14698  4.55509  5.02899
O  -0.45030  0.87942  1.36064
H  -4.55197  4.43425  6.74143
C  0.30159  0.92969  0.37032
H  -1.23414  -2.22607  3.87563
H  -0.19571  -2.63095  7.58719
H  0.84246  -3.40761  -1.10841
H  1.93790  0.41893  -2.68294
C  -1.96182  -6.08757  -7.18024
H  2.94225  5.43552  1.70492
C  -3.42278  -0.66303  0.31541
H  3.33025  -2.66272  1.93894
C  -2.91881  5.07760  3.73171
H  9.68021  3.69212  -5.75620
H  -1.58762  6.82513  2.47258
N  -4.02596  0.77753  0.42226
H  -3.04708  6.06345  -1.20044
H  -3.62624  -0.40105  3.54623
C  -3.39510  3.27485  -0.06017
H  2.43386  4.09019  0.57797
C  -0.35574  -5.99004  -3.83347
C  -1.10528  -3.28120  -3.86548
H  -0.41190  -0.91944  7.66260
H  -2.75196  -9.81741  -8.85124
H  5.37681  2.86650  -4.57456
H  -4.37570  -9.79738  -8.04003
H  2.34983  -2.05901  7.66432
H  -4.43277  1.89796  2.27210
N  -5.24433  5.63274  5.26408
H  -3.36558  -9.40011  -6.03483
H  1.55791  -2.05261  9.23536
H  -3.45798  1.66394  -1.59578
C  -0.66632  -3.05090  3.44511
C  9.58855  3.66613  -4.67037
C  0.06551  -5.08650  -2.82311
C  0.59571  -1.51869  5.81432
H  -1.21779  6.15398  -0.83851
H  4.77569  -0.69150  -4.77478
H  -2.41343  4.01912  5.61298
H  1.07754  2.77288  2.85862
H  -0.02047  -7.01653  -3.81600
C  1.51835  -1.63671  8.22860
H  -1.05830  -3.98110  3.85642
H  0.79051  0.77092  -0.89408
C  -1.28538  -5.58429  -4.77805
H  7.67843  1.66913  -4.54631
H  -7.41806  5.89287  5.54669
C  -2.21326  -7.72042  -5.46252
C  -3.74908  -1.39426  1.59979
H  3.88672  -0.86232  -0.97862
C  2.99748  0.17531  -2.76067
H  -1.73069  -5.08363  -7.50441
C  7.35269  2.42564  -3.83239
H  0.62046  -5.38589  -1.94630
C  -2.18024  5.67141  -0.66848
H  -5.16340  -0.42962  3.02242
H  2.38915  -1.51341  3.48355
H  -6.29838  6.98508  6.43377
C  1.80646  -4.29690  1.86661
C  -2.10887  4.12890  -0.54531
C  3.93905  0.09521  -1.49678
H  1.41648  -0.81588  5.67119
H  -0.77870  -2.99503  2.36236
H  -2.84032  1.35167  2.21433
H  1.01506  -2.16717  -2.36277
H  2.66625  -4.95657  1.74960
C  -1.63130  4.84824  3.02038
C  -0.82150  3.70390  3.17228
H  6.46197  -0.31239  -4.61219
H  -1.12037  2.80796  3.69608
C  3.65862  1.28903  -3.55679
N  -3.07401  -8.16144  -7.59769
H  -4.56524  -2.09350  1.41800
C  -5.02226  6.21607  4.02538
H  -3.75257  3.45040  0.95447
C  0.37367  5.86851  2.04535
H  -2.86118  -1.89117  1.99073
C  -3.97379  5.85289  3.23016
H  -3.97720  6.36951  2.28175
C  1.07575  -2.90179  5.31569
H  -1.66269  3.64991  -1.41686
H  2.13331  -3.02674  5.54816
C  -5.49700  0.92365  -0.10152
H  5.93537  1.04970  -1.43350
H  5.38303  0.66570  -5.61052
H  -2.25790  -3.81876  -5.53432
H  3.80801  0.87692  -0.74854
C  0.30546  -1.68711  7.37247
H  -2.33685  -0.59053  0.37544
C  -3.84294  1.05923  1.90233
H  -2.13991  -8.03955  -4.43336
H  -5.88555  1.85197  0.31722
H  7.48166  4.27442  -4.94929
H  2.43516  -4.46616  3.82590
H  1.98001  -2.30690  0.82222
H  -4.15415  3.73141  -0.69539
N  -0.23068  -3.72473  -2.88635
H  -3.93874  -1.16716  -0.50174
H  5.47102  3.01178  -2.84585
C  2.41711  4.48692  1.59307
C  -4.25680  4.81511  5.77488
H  -2.37627  5.84807  0.38910
H  -5.98429  0.09251  0.40823
H  -5.65309  7.02695  3.69232
C  5.81485  2.40987  -3.68703
H  7.92064  4.45778  -3.35765
H  -5.55219  1.05982  -1.18158

Output
Energy ... -71856.7580 eV
Strongest force on any atom ... 0.1094 Eh/bohr
Net charge ... +7
ΔE to the lowest compared entry with this formula, charge and spin ... 2.586 eV
⟨S²⟩ ... 0.756
Spin multiplicity ... 2

Record 3
The following is a quantum chemistry calculation of a 2-piece molecular cluster, C6H15NO overall, from OMol25.

Positions of all 23 atoms, in Å:
N  -2.93424  0.66747  -0.43759
H  -1.00123  0.41703  -1.12977
C  -1.08993  -0.54933  0.69577
C  1.35154  0.23009  0.27821
H  2.76912  -0.79115  -1.14708
H  0.96338  2.04699  -2.27910
H  -1.35097  -1.68315  2.49538
H  0.89351  0.85193  -0.48382
C  0.39298  -0.88829  0.66273
H  -2.86594  -1.50009  1.65562
C  2.71237  -0.24324  -0.24334
C  -1.92124  -1.00010  1.86135
H  -3.59262  0.38300  0.27966
H  0.57281  -1.76569  0.04564
H  0.62541  -1.22108  1.68059
C  -1.64840  0.10738  -0.31145
H  -3.31719  0.42906  -1.33993
H  2.08572  1.58291  -3.11963
H  1.53393  0.91565  1.10668
H  3.16965  -0.86878  0.52280
H  -2.20971  -0.15063  2.48939
O  1.54453  2.37523  -2.98044
H  3.31650  0.65479  -0.30165

Output
Energy ... -10002.1901 eV
Structure (SMILES) ... CCC/C(C)=C/N.O
Strongest force on any atom ... 0.0403 Eh/bohr
ΔE to the lowest compared entry with this formula, charge and spin ... 1.567 eV

Record 4
The following is a quantum chemistry calculation of C30H55HgN6O2 as an isolated structure, from OMol25.

Positions of all 94 atoms, in Å:
H  -2.46214  -0.28176  -2.53334
C  -5.14561  -3.58903  -3.32501
H  5.27530  0.41332  0.05980
H  3.23273  -1.48607  1.48033
H  4.53017  1.31261  3.62882
C  2.49575  0.51702  -3.71948
Hg  0.24914  -0.40055  -0.52123
C  -1.02956  -0.74688  -3.94212
H  1.05481  2.79131  -1.65901
H  -4.56755  -2.73400  2.40463
H  -0.40660  2.72704  5.18388
H  3.57516  0.24893  -0.43595
H  -0.89893  2.80906  0.03514
H  0.03003  5.63292  0.80913
H  -1.51844  -0.84272  4.84309
H  1.08480  -2.44760  -4.08103
H  0.20732  4.83693  3.67355
O  -4.45312  -6.37957  -1.17101
H  1.13833  -3.79408  -2.14610
H  3.83479  -1.07549  3.09758
H  -2.37490  0.72049  2.62534
H  -5.32317  -5.67094  -3.31550
H  -5.42513  -4.57393  0.94253
H  -1.89376  4.15565  0.63319
H  -2.28400  2.32111  3.36603
C  -0.65935  -0.58344  4.22133
H  2.63760  0.73604  -4.79163
C  -4.15491  -2.89858  1.41854
C  -0.66914  0.93313  3.95228
H  2.50580  3.09151  1.00924
H  -2.53664  -3.39217  -1.98211
H  3.00232  1.79105  -2.05954
H  0.23650  -0.89994  4.75542
H  -0.72092  -1.14414  3.28658
C  -4.07253  -4.09587  -0.64938
H  4.97190  -1.27140  1.76046
C  -0.34943  1.64307  5.28292
H  1.00948  4.36316  0.07621
C  0.72735  2.53896  2.17162
N  1.64694  -3.04236  -1.69636
H  1.54012  5.13570  1.58161
N  -1.67618  0.15700  -2.99576
H  1.60676  -0.53350  3.16947
C  3.97873  -0.90649  2.02927
H  -6.01711  -3.53648  -3.98126
H  2.74633  2.65565  -3.56519
H  -1.94182  2.57506  1.42587
C  2.35398  1.85023  -2.93065
H  -1.05207  1.32850  6.05936
C  -0.12857  3.74432  1.83477
N  -5.12948  -4.88286  -2.71602
C  -1.29339  3.29225  0.93244
H  0.50638  -0.55984  -5.45298
C  1.92736  -1.80813  -3.80627
H  2.09719  -3.42291  -0.87460
C  -0.63910  4.47997  3.08255
C  4.26161  0.78678  0.22188
H  -1.24136  5.34224  2.78922
H  0.66193  1.39017  5.60389
C  1.48710  0.45476  2.76089
C  0.67109  4.77698  1.02716
C  -3.02844  -3.25554  -1.02407
H  -2.71934  -1.28596  1.52715
H  -2.78897  0.94603  4.32802
H  -0.83372  -1.68319  -3.41355
C  0.42394  1.29463  2.95058
C  3.86319  0.58181  1.68731
H  3.19038  -1.70335  -2.06164
C  -4.54662  -5.22115  -1.52116
O  -3.96017  -3.39058  -4.08379
N  1.01915  2.12548  -2.41893
H  4.83554  2.43498  2.29501
N  1.42374  -0.45972  -3.55379
H  -5.24368  -2.83133  -2.54730
H  -1.65434  -0.97632  -4.81917
H  0.18720  0.90676  -4.52962
H  0.39344  2.48664  -3.12493
C  -3.12883  -2.09816  0.93611
H  2.61829  -1.80102  -4.66653
C  1.97578  2.36839  1.61004
C  4.83061  1.38247  2.58202
H  3.42150  0.04993  -3.37959
H  -1.99780  1.00499  -3.44494
C  -2.10907  1.26328  3.53448
C  2.47661  1.09289  1.94600
H  -3.76339  -2.45044  -4.15332
C  2.62410  -2.45833  -2.61243
C  -4.63267  -3.91527  0.60886
H  5.84478  0.98840  2.48077
N  -2.57500  -2.27231  -0.25770
H  4.24400  1.84640  -0.03953
C  0.29907  -0.17320  -4.44036
H  -1.24912  3.84747  3.71986
H  3.33995  -3.19695  -2.99835

Output
Energy ... -49211.5049 eV
Strongest force on any atom ... 0.0094 Eh/bohr
⟨S²⟩ ... 0.766
Spin multiplicity ... 2

Record 5
The following is a quantum chemistry calculation of C3H3BrO2 in the gas phase, from OMol25.

Positions of all 9 atoms, in Å:
C  -0.81661  -0.31031  0.18053
C  0.53394  0.13744  0.25429
H  0.39199  -0.28672  -2.01587
O  1.05115  -0.04279  -1.35571
Br  1.46184  -1.11003  1.48108
C  -1.93494  -0.71927  0.09671
O  0.72190  1.42350  0.48231
H  1.53157  1.84388  0.71619
H  -2.94083  -0.93571  0.16047

Output
Energy ... -77288.2968 eV
Strongest force on any atom ... 0.1665 Eh/bohr
ΔE to the lowest compared entry with this formula, charge and spin ... 4.766 eV
⟨S²⟩ ... 2.010
Spin multiplicity ... 3

- Among the records above, which one has the lowest energy?
  C3H3BrO2

- What is the energy in the second record?
  -71856.7580 eV

- Look up the strongest force on any atom of the fifth one.
  0.1665 Eh/bohr

- What is the formula in the first record?
  C16H19BaCl2N2O